Formula: C44H88O33
Source: the Open Molecules 2025 dataset
Level of theory: ωB97M-V/def2-TZVPD

```
165
Properties=species:S:1:pos:R:3:forces:R:3
C 13.584 11.396 19.821 0.0598 -1.0156 0.2780
C 12.748 12.402 20.479 -2.1422 1.6925 0.0624
O 11.782 11.825 21.400 -0.9093 -0.8871 0.4788
C 10.856 12.705 21.876 1.9453 -1.6277 -0.5953
O 10.768 13.790 21.405 -0.9435 1.5295 0.0408
O 10.191 12.189 22.920 0.2658 0.3398 -0.5566
C 9.329 13.172 23.504 -0.2483 0.6265 0.6421
H 14.313 11.875 19.194 0.3093 0.2572 -0.3396
H 12.958 10.742 19.221 0.0134 -0.0802 -0.1701
H 14.099 10.790 20.543 0.4259 -0.4112 0.3538
H 12.211 12.968 19.699 -0.0104 -0.1935 0.3670
H 13.183 13.147 21.112 1.2410 0.4240 -0.0735
H 8.441 13.337 22.865 0.4408 -0.0934 0.4653
H 9.878 14.119 23.642 -0.2927 -0.3374 -0.3222
H 9.073 12.836 24.520 -0.1071 -0.2435 -0.6327
C 20.170 9.410 15.393 -0.8986 0.5802 -0.3454
C 18.714 8.959 15.662 2.5456 -1.8105 1.1930
O 17.892 9.399 14.642 -2.4009 0.1736 -0.6770
C 16.627 8.939 14.786 -0.0660 0.4935 -0.7668
O 16.204 8.134 15.591 0.6161 1.2419 -1.0443
O 15.885 9.571 13.804 3.0120 -0.1624 1.0051
C 14.582 9.251 13.862 -4.3806 -0.9647 -0.6405
H 20.900 8.952 16.041 -0.1152 -0.3982 0.3897
H 20.268 10.497 15.543 -0.1314 -0.3958 -0.2831
H 20.463 9.157 14.363 -0.1959 0.1511 0.2429
H 18.344 9.284 16.627 -0.0333 0.4672 0.2301
H 18.634 7.853 15.703 0.3107 0.4528 -0.0392
H 14.020 9.692 14.668 0.2665 0.2940 0.9282
H 14.383 8.184 13.909 0.2912 -0.2611 0.0677
H 13.968 9.605 13.016 1.0567 0.1053 -0.2711
C 18.188 13.597 23.982 0.8116 0.5093 0.1929
C 19.087 14.069 22.879 1.3557 0.0050 0.8955
O 18.312 14.934 22.080 -0.0929 0.4764 -1.1685
C 18.828 15.399 20.909 1.9744 -1.1980 3.4133
O 18.172 16.010 20.173 -1.5878 1.5762 -2.6395
O 20.165 15.181 20.860 -0.3368 0.0553 -0.0940
C 20.834 15.509 19.639 0.0353 -1.3526 -0.7813
H 18.677 12.886 24.654 -0.0561 -0.0602 -0.2929
H 17.329 13.197 23.501 -0.9842 -0.4575 0.1240
H 17.993 14.495 24.556 -0.6604 -0.0345 0.3041
H 19.458 13.263 22.265 0.2274 -0.2859 -0.0661
H 19.927 14.627 23.353 -0.2597 -0.3296 -0.6285
H 20.620 14.709 18.899 -0.1390 0.7379 0.1753
H 21.899 15.462 19.806 0.2464 -0.0021 0.5294
H 20.611 16.484 19.248 -0.5320 0.3870 -0.0405
C 21.384 11.279 20.247 -0.4622 -0.4877 -0.6376
C 20.904 10.007 19.532 0.9790 -0.0439 0.9909
O 21.715 8.885 20.032 -0.2665 0.1246 -0.1996
C 21.949 7.895 19.172 0.0758 -0.7879 -0.5794
O 21.620 7.789 18.008 0.0790 0.6127 1.3179
O 22.647 6.893 19.744 -0.3177 0.1462 -1.2574
C 23.139 6.939 21.041 0.3093 -0.5715 1.6750
H 22.466 11.342 20.259 0.2024 0.0146 -0.2544
H 21.044 11.356 21.268 -0.2586 -0.1823 0.3329
H 20.964 12.122 19.700 0.1510 0.1600 0.0425
H 21.085 10.033 18.473 -0.2121 0.2498 -0.5027
H 19.871 9.767 19.768 -0.1386 0.0861 -0.1836
H 22.352 6.861 21.801 -0.1220 0.3366 -0.2284
H 23.768 7.802 21.271 -0.1088 0.0128 -0.2653
H 23.719 6.016 21.175 0.0612 0.3641 -0.2354
C 16.406 8.043 18.862 -0.0127 0.9072 0.7611
C 16.500 8.313 20.357 0.7055 0.9392 -0.8731
O 17.222 9.596 20.393 -0.2365 -0.1564 -1.5473
C 17.662 10.114 21.504 -0.7745 -1.7921 0.2669
O 18.145 11.180 21.606 1.1854 2.7055 -0.0729
O 17.508 9.259 22.488 0.1537 -0.2126 2.3187
C 17.950 9.705 23.820 0.4152 -1.6875 -0.6233
H 17.388 8.115 18.425 0.5068 -0.1757 -0.0782
H 15.843 8.861 18.420 -0.3365 -0.2149 -0.2394
H 16.002 7.084 18.626 -0.4883 -0.5401 -0.1465
H 17.079 7.577 20.889 0.0175 -0.2736 0.2331
H 15.563 8.540 20.839 -0.4571 -0.4687 0.1363
H 18.962 10.124 23.787 -0.2950 -0.0688 -0.2075
H 17.977 8.720 24.343 -0.1282 1.1151 0.0474
H 17.269 10.426 24.254 -0.2456 -0.0387 -0.0269
C 17.433 15.613 11.261 -0.5657 -0.9415 -0.6632
C 16.911 16.610 12.220 0.2610 1.6050 -0.0087
O 16.921 16.020 13.512 -0.4618 0.3316 1.0067
C 16.696 16.888 14.519 0.6472 -2.4263 0.6842
O 16.430 18.034 14.439 -0.5603 1.6440 -0.6588
O 16.895 16.214 15.676 -0.0841 -0.5177 -0.9481
C 16.773 16.984 16.850 0.3432 1.4828 0.1372
H 16.793 14.716 11.184 0.4061 0.2532 0.4290
H 18.466 15.352 11.429 0.2874 -0.2174 0.3615
H 17.406 16.032 10.281 -0.0015 0.5539 -0.8724
H 15.925 17.015 11.961 -0.0917 -0.5006 0.1381
H 17.537 17.526 12.268 -0.0513 -0.5209 -0.1283
H 16.780 18.036 16.546 -0.1050 -0.1041 0.3396
H 17.635 16.830 17.489 0.0323 -0.4253 0.0953
H 15.852 16.794 17.379 -0.2583 -0.3544 0.0805
C 24.563 10.674 13.172 0.8119 -1.4839 -1.2015
C 23.155 10.934 12.695 -0.9593 0.8900 0.5523
O 22.351 11.149 13.906 -0.5462 -0.0968 -0.1681
C 22.319 12.313 14.538 2.2153 -0.5049 -2.3753
O 21.712 12.471 15.531 -0.9829 0.5856 1.9424
O 23.117 13.214 13.888 -0.1686 1.6267 1.5928
C 23.250 14.523 14.637 -1.5950 -1.5035 -0.1342
H 25.175 10.190 12.382 -0.4361 0.2942 0.0879
H 24.541 9.912 13.954 -0.1202 0.2533 0.1572
H 25.158 11.518 13.485 -0.3392 0.5016 0.2308
H 22.609 10.066 12.291 0.7725 0.2732 -0.2049
H 22.998 11.830 12.041 0.4431 -0.9482 0.3609
H 24.191 14.555 15.189 -0.0079 -0.0069 -0.4726
H 22.408 14.520 15.360 0.6646 0.1564 -0.3107
H 23.059 15.311 13.911 0.4670 -0.0863 0.0030
C 17.054 13.351 18.686 -1.1019 -0.0107 0.5302
C 18.123 12.387 18.309 1.1384 -0.0497 0.2297
O 18.368 12.252 16.922 -0.0384 0.3375 -2.6089
C 18.963 13.266 16.227 -0.5789 -1.3078 0.1617
O 19.410 14.248 16.738 0.2632 0.5726 0.1642
O 18.965 12.956 14.911 -0.4409 -0.2586 1.3165
C 19.625 13.847 14.029 1.1745 0.8669 0.1086
H 16.120 13.069 18.175 0.1936 0.3620 0.0162
H 17.278 14.415 18.584 0.1128 -0.2731 -0.4782
H 16.856 13.223 19.757 0.0342 -0.1085 -0.0355
H 17.897 11.359 18.618 -0.0213 0.3699 0.1094
H 19.081 12.687 18.716 0.1605 0.0151 0.6327
H 20.306 13.243 13.399 -0.6125 0.3033 0.1253
H 20.265 14.574 14.597 -0.7475 -0.6427 -0.5336
H 18.889 14.395 13.429 0.1783 -0.2782 0.1469
C 12.509 13.352 10.553 1.2086 0.4151 1.1163
C 13.340 12.133 11.006 -0.7742 -0.2712 -0.9551
O 13.396 12.155 12.414 -0.2152 -0.1073 1.6081
C 14.534 12.597 12.936 1.1397 -0.1153 -0.7599
O 15.461 13.023 12.272 -0.4387 -0.0089 0.4532
O 14.570 12.425 14.250 -0.7141 0.2447 -0.6707
C 15.847 12.711 14.798 0.7148 -0.2834 1.8942
H 13.108 14.274 10.777 -0.5777 -0.6458 -0.3965
H 11.600 13.402 11.162 0.1599 -0.1027 -0.1087
H 12.220 13.321 9.521 0.0651 -0.0313 -0.5806
H 14.389 12.065 10.675 -0.6954 0.2662 -0.4929
H 12.788 11.202 10.760 0.4249 0.4400 0.0532
H 16.571 11.968 14.483 0.0527 -0.1137 -0.2314
H 15.710 12.555 15.905 0.1889 0.5201 -1.1326
H 16.251 13.699 14.540 -0.4986 -0.1984 0.1757
C 20.337 17.132 15.652 -1.0231 0.2610 -0.0660
C 19.654 17.656 14.411 0.1825 -1.1782 -1.1336
O 20.566 18.428 13.577 0.3537 0.0299 -0.2378
C 21.321 17.706 12.763 -0.8894 -3.2328 0.1050
O 21.129 16.480 12.527 0.5179 3.1851 0.5848
O 22.326 18.420 12.268 -0.9774 -0.1956 0.6224
C 23.136 17.698 11.373 1.6981 0.6276 -1.3776
H 20.518 17.980 16.291 0.4164 0.1672 0.4871
H 21.227 16.526 15.508 0.0556 0.1688 -0.3240
H 19.590 16.490 16.117 0.1253 -0.0925 0.3061
H 18.808 18.294 14.606 0.1315 0.5072 0.3132
H 19.254 16.825 13.797 0.4314 0.3884 0.2946
H 23.112 18.243 10.403 -0.0925 -0.6122 0.5155
H 22.879 16.654 11.281 -0.4325 -0.0313 -0.1033
H 24.175 17.737 11.725 -0.2379 0.1567 0.0907
C 21.099 14.128 10.283 1.6522 -0.0613 1.2122
C 20.494 13.184 9.298 -2.0327 0.9149 -0.3421
O 20.915 11.849 9.428 0.2638 -0.9179 -0.0836
C 20.210 10.993 10.205 0.2505 1.6756 0.0738
O 20.513 9.852 10.298 0.1336 -1.0281 0.1416
O 19.229 11.625 10.871 0.8331 0.2241 -0.1372
C 18.668 10.889 11.946 -0.9440 -0.6676 0.1863
H 21.096 13.723 11.321 -0.1632 0.1446 -0.6683
H 20.620 15.109 10.354 0.0046 -0.2139 -0.3339
H 22.182 14.267 10.027 -0.8157 0.0813 0.2436
H 20.686 13.535 8.294 0.5503 -0.3203 -0.3886
H 19.397 13.199 9.341 0.1966 0.1232 0.2550
H 19.324 10.736 12.811 0.2139 0.1390 -0.4653
H 18.334 9.932 11.541 0.0163 -0.0715 0.3901
H 17.805 11.462 12.266 -0.0980 0.0644 0.0546
```
Positions in Å, forces in eV/Å.

Output
HOMO-LUMO gap = 10.874 eV
Strongest force on any atom = 4.5 eV/A
HOMO level = -10.46 eV
E_tot = -114623.0324 eV